27
Properties=species:S:1:pos:R:3 method="wB97M-V/def2-TZVPD" homo_energy_ev="-15.22 / -15.26" multiplicity=1 orbital_gap_ha="0.1663 / 0.1688" charge=+2 fmax_ha_per_bohr=0.035
Os -0.22460 -0.53914 0.35753
F 2.65666 -4.11003 -3.90845
C 2.52822 -3.15117 -3.00802
F 3.41368 -3.34443 -2.02518
F 2.79654 -1.97155 -3.57628
C 1.12629 -3.12691 -2.42780
C 0.11984 -4.01694 -2.80454
C -1.15032 -3.93048 -2.24247
C -1.41165 -2.96111 -1.29880
N -0.42818 -2.11981 -0.92412
C 0.79581 -2.19302 -1.48693
S 1.66218 -0.85065 -0.69966
H 0.33480 -4.77413 -3.54881
H -1.93272 -4.61470 -2.53813
H -2.37651 -2.84482 -0.82584
Cl -2.22032 5.00702 4.24159
C -1.88238 3.89143 3.02145
C -1.21937 2.68634 3.38188
C -0.95909 1.81145 2.38327
Cl -0.13736 0.28386 2.65302
C -1.30708 2.04502 1.04111
O -1.02333 1.16662 0.10082
C -1.95733 3.26484 0.70541
Cl -2.37014 3.56270 -0.90556
C -2.24249 4.16993 1.70403
H -0.93827 2.50701 4.41112
H -2.74228 5.09926 1.46637